<w>
# C5H10N4

C5H10N4 in the gas phase (ωB97M-V/def2-TZVPD, OMol25).

CARTESIAN COORDINATES (ANGSTROEM)
C1 0.260 1.024 -0.018
C2 0.128 -0.331 -0.207
C3 1.102 -1.407 -0.190
C4 2.436 -1.137 -0.326
C5 -1.355 -0.750 -0.005
H1 -1.668 1.553 0.436
H2 -0.791 2.680 0.581
H3 1.676 2.542 0.024
H4 1.952 0.749 1.043
H5 0.865 -2.289 0.343
H6 2.753 -0.321 -0.949
H7 3.177 -2.000 -0.286
H8 -3.369 -0.391 -0.305
H9 -2.341 0.807 -1.208
H10 -1.174 -2.393 1.054
N1 -0.808 2.010 -0.184
N2 1.418 1.451 0.278
N3 -2.455 0.196 -0.337
N4 -1.806 -1.991 0.255

Summary:
Charge ... 0
SMILES ... [H]/N=C(/N)C(C=C)=C(N)N
HOMO ... -7.664 eV

***

<x>
# C5H10N4

C5H10N4 in the gas phase (ωB97M-V/def2-TZVPD, OMol25).

CARTESIAN COORDINATES (ANGSTROEM)
C1 -2.041 -0.792 0.572
C2 -1.183 -0.480 -0.584
C3 0.246 -0.021 -0.298
C4 1.428 -0.714 -0.005
C5 2.013 1.474 0.144
H1 -1.519 -1.610 1.229
H2 -2.056 0.066 1.382
H3 -3.109 -1.001 0.471
H4 -1.077 -1.435 -0.993
H5 -1.762 0.015 -1.452
H6 2.924 -1.905 -0.137
H7 1.169 -2.492 -0.910
H8 2.194 2.548 0.624
H9 -0.809 2.149 0.973
H10 -1.120 2.354 -0.893
N1 1.866 -2.031 -0.004
N2 2.497 0.271 0.247
N3 0.678 1.362 -0.255
N4 -0.339 2.244 -0.111

Summary:
Charge ... 0
SMILES ... CCc1c(N)ncn1N
HOMO ... -7.762 eV

***

<y>
# C5H10N4

C5H10N4 in the gas phase (ωB97M-V/def2-TZVPD, OMol25).

CARTESIAN COORDINATES (ANGSTROEM)
C1 -0.066 1.835 -0.925
C2 -1.830 0.788 0.637
N1 1.125 -0.759 -1.304
C3 1.284 -0.068 -0.123
C4 -0.110 -0.717 -0.580
C5 -0.652 0.641 -0.275
N2 2.176 -0.534 0.813
N3 -0.491 -1.972 0.014
N4 0.636 1.140 0.142
H1 1.566 -1.652 -1.468
H2 2.363 0.055 1.616
H3 2.452 -1.506 0.818
H4 -1.308 -2.373 -0.438
H5 -0.695 -1.905 1.012
H6 -0.383 2.828 -0.632
H7 0.350 1.734 -1.919
H8 -2.074 1.840 0.812
H9 -2.707 0.306 0.194
H10 -1.638 0.318 1.606

Summary:
Charge ... 0
SMILES ... C[C@@]12CN1[C@]1(N)N[C@@]12N
HOMO ... -6.305 eV

***

The structure shown above that is most stable: <x>.